Below is a cluster of 7 separate species, C26H52O11 in total, with properties calculated with the ωB97M-V functional and the def2-TZVPD basis.

Values from the calculation:
- SMILES string: COC(=O)OC.COC(=O)OC.C1CCOC1.C1CCOC1.C1CCOC1.C1CCOC1.C1CCOC1
- 2S+1: 1
- Orbital gap: 0.3576 Ha
- Relative energy (zero: lowest compared OMol25 entry of this formula, charge and spin): 0.2485 eV

```
89
C26H52O11, DFT the ωB97M-V functional and the def2-TZVPD basis
C -5.646 -5.591 1.374
C -6.154 -4.227 0.834
C -7.602 -4.521 0.506
O -7.765 -5.911 0.416
C -6.545 -6.619 0.659
H -5.801 -5.505 2.449
H -4.620 -5.869 1.129
H -5.627 -3.889 -0.058
H -6.156 -3.427 1.575
H -7.948 -4.153 -0.460
H -8.138 -4.043 1.326
H -6.322 -6.872 -0.378
H -6.661 -7.551 1.214
C -6.263 -2.583 -6.109
C -5.044 -1.775 -5.674
C -3.976 -2.139 -6.677
O -4.742 -2.286 -7.852
C -5.928 -2.997 -7.528
H -7.036 -1.829 -6.261
H -6.552 -3.418 -5.471
H -4.627 -1.902 -4.675
H -5.216 -0.699 -5.720
H -3.490 -3.087 -6.444
H -3.322 -1.280 -6.830
H -5.819 -4.079 -7.605
H -6.616 -2.577 -8.262
C 5.153 7.890 0.323
C 4.875 9.144 1.096
C 4.984 10.239 0.015
O 4.686 9.604 -1.204
C 5.357 8.361 -1.097
H 4.236 7.302 0.369
H 5.965 7.282 0.720
H 5.664 9.295 1.833
H 3.926 9.171 1.632
H 5.965 10.711 0.065
H 4.275 11.037 0.234
H 6.388 8.338 -1.448
H 4.845 7.634 -1.728
C 0.867 1.021 0.792
C -0.377 0.317 0.329
C 0.210 -1.110 0.112
O 1.502 -0.837 -0.503
C 2.062 0.404 0.021
H 0.929 0.867 1.870
H 0.838 2.101 0.650
H -0.724 0.574 -0.672
H -1.189 0.376 1.054
H -0.342 -1.690 -0.628
H 0.221 -1.693 1.032
H 2.387 1.110 -0.744
H 2.849 0.284 0.766
C 2.617 -5.522 6.918
C 2.990 -4.184 7.451
C 3.307 -3.379 6.211
O 3.931 -4.318 5.414
C 3.499 -5.684 5.700
H 1.561 -5.536 6.652
H 2.638 -6.308 7.673
H 3.816 -4.216 8.161
H 2.193 -3.692 8.008
H 3.966 -2.563 6.507
H 2.451 -3.032 5.633
H 4.224 -6.469 5.913
H 2.955 -6.146 4.876
C -3.107 1.950 6.636
O -2.727 3.322 6.754
C -3.504 4.139 7.448
O -4.586 3.814 7.897
O -2.975 5.333 7.512
C -3.749 6.457 7.769
H -3.486 1.473 7.539
H -2.234 1.329 6.436
H -3.858 1.896 5.847
H -3.904 6.540 8.845
H -4.626 6.536 7.126
H -3.305 7.412 7.490
C 5.435 -1.905 -6.910
O 6.502 -1.068 -7.339
C 6.566 -0.607 -8.645
O 5.838 -0.885 -9.621
O 7.671 0.044 -8.714
C 8.055 0.560 -10.007
H 5.603 -2.550 -6.047
H 5.181 -2.546 -7.755
H 4.598 -1.296 -6.570
H 9.068 0.962 -9.984
H 7.353 1.334 -10.317
H 8.109 -0.099 -10.874
```

Below is a cluster of 2 separate species, C4H10NP in total, with properties calculated with the ωB97M-V functional and the def2-TZVPD basis.

Values from the calculation:
- 2S+1: 1
- Orbital gap (alpha / beta): 0.2924 / 0.3223 Ha
- Relative energy (zero: lowest compared OMol25 entry of this formula, charge and spin): 3.6427 eV

```
16
C4H10NP, DFT the ωB97M-V functional and the def2-TZVPD basis
C -1.156 -0.839 0.191
C 0.280 -1.097 -0.271
C 0.758 -2.431 -0.551
C -0.135 2.613 0.000
N 0.684 2.099 1.039
P 0.156 -0.524 1.472
H -1.571 0.112 -0.143
H -1.789 -1.704 0.206
H 0.684 -0.379 -0.971
H 1.040 -3.008 0.238
H 1.677 -2.238 -1.077
H 0.127 -2.811 -1.292
H -1.221 2.539 0.320
H 0.157 3.679 -0.131
H 0.175 1.964 -0.881
H 0.135 2.026 1.850
```

Below is a structure of composition C15H20ErNO3, with properties calculated with the ωB97M-V functional and the def2-TZVPD basis.

Values from the calculation:
- 2S+1: 4
- Orbital gap (alpha / beta): 0.1318 / 0.0895 Ha
- ⟨S²⟩: 3.950
- Relative energy (zero: lowest compared OMol25 entry of this formula, charge and spin): 3.5155 eV
- Charge: -2

```
40
C15H20ErNO3, DFT the ωB97M-V functional and the def2-TZVPD basis
Er 0.093 -0.609 1.655
C 2.322 0.274 2.910
C 2.793 -0.522 1.829
C 2.344 0.090 0.619
H 3.435 -1.387 1.946
C 1.643 1.284 0.956
C 1.618 1.381 2.375
H 1.184 2.175 2.976
H 2.588 0.118 3.950
H 2.539 -0.244 -0.386
H 1.206 1.973 0.242
C -2.320 0.049 2.150
C -1.565 1.196 2.519
C -1.040 1.767 1.338
H -1.495 1.610 3.515
C -1.346 0.910 0.244
C -2.182 -0.136 0.737
H -2.697 -0.879 0.142
H -2.977 -0.477 2.829
H -0.557 2.733 1.308
H -1.076 1.073 -0.796
O 0.775 -2.553 0.556
C -0.397 0.069 -3.537
C 0.138 -0.918 -2.825
C 0.364 1.354 -3.725
C -1.891 0.029 -3.822
C 0.563 -2.665 -0.662
H 1.190 -0.994 -2.466
H -0.231 -1.943 -2.951
H -0.439 -3.013 -1.107
H 1.325 -3.033 -1.388
H 0.244 1.760 -4.742
H 1.429 1.095 -3.536
H 0.017 2.119 -2.995
H -2.102 -0.346 -4.843
H -2.287 1.067 -3.686
H -2.349 -0.694 -3.105
O 0.290 -0.308 4.051
N -0.323 -1.391 4.369
O -0.829 -2.013 3.354
```

Below is an isolated molecule of C4H10F2Si, with properties calculated with the ωB97M-V functional and the def2-TZVPD basis.

Values from the calculation:
- SMILES string: CC[Si](F)(F)CC
- 2S+1: 1
- Orbital gap: 0.4139 Ha

```
17
C4H10F2Si, DFT the ωB97M-V functional and the def2-TZVPD basis
F 0.490 -0.028 -2.744
F 0.830 1.639 -0.806
C 1.694 -0.830 1.131
C -1.983 1.301 0.470
C 1.389 -1.065 -0.390
C -1.546 0.214 -0.548
Si 0.264 0.216 -1.199
H 2.471 -1.574 1.503
H 2.197 0.181 1.149
H 0.855 -0.764 1.879
H -2.628 0.892 1.245
H -2.521 2.184 -0.077
H -1.154 1.600 1.196
H 0.963 -2.105 -0.580
H 2.314 -1.205 -0.850
H -1.330 -0.779 -0.068
H -2.306 0.123 -1.310
```

Below is a cluster of 2 separate species, C9H11O2 in total, with properties calculated with the ωB97M-V functional and the def2-TZVPD basis.

Values from the calculation:
- 2S+1: 1
- Orbital gap: 0.2739 Ha
- Relative energy (zero: lowest compared OMol25 entry of this formula, charge and spin): 1.5476 eV
- Charge: -1

```
22
C9H11O2, DFT the ωB97M-V functional and the def2-TZVPD basis
C -1.841 2.287 0.593
C -0.423 2.207 0.940
O -0.111 1.609 1.996
O 0.406 2.789 0.265
H -2.036 2.045 -0.450
H -2.317 3.303 0.641
H -2.470 1.555 1.226
C 0.970 -0.937 1.635
C 1.303 -0.607 -0.784
C 0.605 -1.195 0.259
C 0.827 -0.781 -2.038
C -0.312 -2.210 -0.004
C -0.254 -1.701 -2.346
C -0.799 -2.357 -1.310
H 2.047 0.161 -0.479
H 1.279 -0.427 -3.036
H 2.021 -0.637 1.706
H 0.755 -1.650 2.425
H -0.476 -2.809 0.829
H -0.570 -1.875 -3.368
H -1.636 -3.110 -1.300
H 0.592 0.025 2.049
```

Below is a cluster of 7 separate species, C19H50BF7NO11P2S8 in total, with properties calculated with the ωB97M-V functional and the def2-TZVPD basis.

Values from the calculation:
- 2S+1: 1
- Orbital gap: 0.2565 Ha
- Charge: -1

```
99
C19H50BF7NO11P2S8, DFT the ωB97M-V functional and the def2-TZVPD basis
C -6.711 -3.885 -0.281
N -5.983 -3.469 -1.542
C -6.565 -2.227 -2.177
B -4.483 -3.395 -1.345
O -3.817 -4.631 -0.804
P -3.330 -1.924 -1.749
S -2.782 -1.671 0.339
O -1.413 -2.399 0.558
O -3.827 -2.377 1.236
C -2.590 0.156 0.825
F -3.698 0.963 0.265
F -1.343 0.614 0.105
C -2.296 0.386 2.421
F -1.413 1.595 2.614
F -1.525 -0.747 3.056
C -3.625 0.639 3.347
F -3.112 0.908 4.741
F -4.538 -0.521 3.469
F -4.434 1.823 2.979
O -3.601 -1.964 -3.505
C -2.761 -3.040 -4.129
C -1.348 -2.984 -3.247
P -0.419 -1.531 -4.065
S -0.170 -1.786 -6.001
O -1.840 -2.875 -1.864
H -6.133 -3.581 0.697
H -6.767 -5.068 -0.272
H -7.813 -3.463 -0.245
H -7.748 -2.373 -2.225
H -6.199 -2.003 -3.266
H -6.398 -1.327 -1.421
H -4.080 -4.741 0.158
H -4.252 -0.846 -1.461
H -2.420 -0.822 -2.080
H -2.675 -3.058 -5.301
H -3.093 -4.165 -3.909
H -0.594 -3.873 -3.343
H -1.217 -0.342 -3.912
H 0.920 -1.301 -3.530
C 2.385 -4.902 -7.375
S 1.788 -3.878 -8.742
O 0.558 -3.164 -8.267
C 1.249 -5.252 -9.788
H 2.740 -4.244 -6.578
H 1.574 -5.526 -6.993
H 3.211 -5.528 -7.720
H 0.508 -5.856 -9.259
H 2.112 -5.867 -10.056
H 0.802 -4.842 -10.697
C 3.237 2.496 2.789
S 3.672 1.174 1.633
O 4.354 1.809 0.458
C 1.975 0.790 1.135
H 4.159 2.914 3.200
H 2.684 3.281 2.269
H 2.634 2.087 3.603
H 1.499 1.680 0.716
H 1.412 0.436 2.002
H 2.005 0.004 0.378
C -5.915 -3.498 8.007
S -6.205 -2.407 6.593
O -6.614 -3.268 5.435
C -4.471 -1.952 6.346
H -6.871 -3.931 8.311
H -5.228 -4.300 7.727
H -5.501 -2.921 8.836
H -3.871 -2.847 6.167
H -4.102 -1.424 7.229
H -4.405 -1.293 5.477
C 9.277 2.998 -1.574
S 7.585 2.901 -2.207
O 7.427 3.978 -3.239
C 6.782 3.479 -0.691
H 9.963 2.713 -2.375
H 9.500 4.019 -1.254
H 9.395 2.307 -0.736
H 7.157 4.471 -0.425
H 6.980 2.773 0.119
H 5.705 3.534 -0.868
C 13.978 6.504 -1.370
S 12.554 5.626 -0.681
O 12.688 4.181 -1.062
C 11.323 6.367 -1.781
H 14.878 6.166 -0.851
H 14.072 6.287 -2.436
H 13.856 7.579 -1.215
H 11.579 6.158 -2.822
H 11.286 7.446 -1.613
H 10.348 5.931 -1.553
C -4.998 3.267 5.448
S -5.801 3.521 7.049
O -6.164 2.169 7.591
C -7.312 4.266 6.389
H -4.039 2.771 5.616
H -5.624 2.637 4.811
H -4.826 4.233 4.968
H -7.797 3.575 5.695
H -7.065 5.200 5.878
H -7.988 4.476 7.221
```

Below is a structure of composition C27H32BrClN2O4Pr, with properties calculated with the ωB97M-V functional and the def2-TZVPD basis.

Values from the calculation:
- 2S+1: 3
- Orbital gap (alpha / beta): 0.1905 / 0.1901 Ha
- ⟨S²⟩: 2.004
- Charge: -1

```
68
C27H32BrClN2O4Pr, DFT the ωB97M-V functional and the def2-TZVPD basis
Pr -0.072 -0.254 0.190
Cl -0.621 1.625 1.919
N 2.020 -0.196 0.932
N -2.165 -0.070 -0.544
C 3.029 -0.332 0.116
C -2.447 -0.208 -1.810
C 2.306 -0.488 2.292
C 3.549 -1.316 2.056
C 1.234 -1.239 3.029
C 2.583 0.839 2.949
H 0.981 -2.149 2.492
H 0.306 -0.662 3.170
H 1.617 -1.534 4.007
H 3.393 1.350 2.409
H 2.897 0.640 3.973
H 1.692 1.482 2.944
C -3.251 -0.306 0.342
C -4.123 -1.082 -0.619
C -3.800 1.061 0.679
C -2.916 -1.089 1.586
H -2.416 -2.032 1.337
H -3.856 -1.329 2.094
H -2.270 -0.530 2.280
H -4.064 1.587 -0.251
H -3.065 1.663 1.232
H -4.695 0.914 1.281
O -3.660 -0.675 -1.965
H -5.170 -0.822 -0.524
H -3.940 -2.163 -0.554
O 4.051 -0.868 0.732
H 3.321 -2.385 1.942
H 4.317 -1.122 2.795
C 3.120 0.098 -1.292
C -1.619 0.158 -2.976
C -0.218 -0.425 -3.069
H -1.546 1.265 -2.965
H -2.209 -0.149 -3.842
C 0.747 -0.219 -2.131
C 2.082 -0.452 -2.256
H 0.320 1.523 -0.804
C 2.498 -1.013 -3.465
C 1.547 -1.294 -4.430
C 3.937 -1.258 -3.741
C 0.208 -0.986 -4.275
H 1.871 -1.739 -5.360
C -0.743 -1.203 -5.395
H -0.223 -1.732 -6.201
H -1.126 -0.262 -5.817
H -1.604 -1.813 -5.096
H 4.519 -0.328 -3.827
H 4.028 -1.786 -4.696
H 4.408 -1.881 -2.969
H 4.123 -0.197 -1.611
H 3.053 1.205 -1.284
Br 1.500 -4.675 3.891
C 0.024 -3.610 4.440
C 0.015 -3.251 5.804
C -0.989 -2.435 6.339
C -2.003 -2.026 5.491
C -1.989 -2.391 4.132
C -0.942 -3.114 3.508
C -0.665 -3.429 1.916
O -0.666 -4.619 1.662
O -0.494 -2.493 1.066
H 0.797 -3.586 6.482
H -0.997 -2.135 7.387
H -2.829 -1.419 5.877
H -2.879 -2.053 3.608
```

> 2S+1 of number 2 (C4H10NP)?

1